No. 1
Entry from the OMol25 dataset: a cluster of 2 separate species, C4H4N2O in total (ωB97M-V/def2-TZVPD).

XYZ file:
```
11
Properties=species:S:1:pos:R:3
O -2.283 0.252 0.267
C -1.110 0.194 0.025
C 0.033 -0.326 0.742
C 1.248 -0.386 0.508
N 1.718 0.111 -0.665
C 0.726 0.645 -1.471
N -0.523 0.691 -1.191
H 2.683 0.116 -0.956
H 1.072 1.051 -2.420
H -1.666 -1.243 2.920
H -1.918 -1.099 2.235
```

Calculated values
* SMILES string: O=c1c#c[nH]cn1.[H][H]
* Kohn-Sham gap: 9.2 eV
* HOMO energy: -10.03 eV
* 2S+1: 1
* relative energy (zero: lowest compared OMol25 entry of this formula, charge and spin): 4.631 eV
* charge: 0



No. 2
Entry from the OMol25 dataset: a cluster of 2 separate species, C4H4N2O in total (ωB97M-V/def2-TZVPD).

XYZ file:
```
11
Properties=species:S:1:pos:R:3
N 2.620 1.339 -0.646
C 2.184 0.580 0.093
N 1.853 -0.258 1.020
C 1.004 -0.859 1.620
O 0.220 -1.516 2.182
C -1.835 0.568 -0.720
C -0.889 -0.291 -0.725
H -1.740 1.450 -1.410
H -2.595 0.368 -0.043
H -0.032 -0.241 -1.238
H -0.790 -1.140 -0.132
```

Calculated values
* SMILES string: N#CN=C=O.C=C
* Kohn-Sham gap: 11.3 eV
* HOMO energy: -10.81 eV
* 2S+1: 1
* relative energy (zero: lowest compared OMol25 entry of this formula, charge and spin): 2.492 eV
* charge: 0



No. 3
Entry from the OMol25 dataset: the molecule C4H4N2O (ωB97M-V/def2-TZVPD).

XYZ file:
```
11
Properties=species:S:1:pos:R:3
H -1.425 -1.863 -1.780
N -1.808 -1.314 -1.017
C -0.997 -0.672 -0.342
C -0.959 -0.102 0.997
N -0.015 0.677 1.409
C 1.076 1.017 0.663
C 1.327 0.504 -0.572
O 0.469 -0.313 -1.154
H -1.733 -0.360 1.731
H 1.794 1.662 1.152
H 2.271 0.765 -1.088
```

Calculated values
* SMILES string: [H]/N=c1/cncco1
* Kohn-Sham gap: 8.4 eV
* HOMO energy: -8.71 eV
* 2S+1: 1
* relative energy (zero: lowest compared OMol25 entry of this formula, charge and spin): 2.358 eV
* charge: 0



No. 4
Entry from the OMol25 dataset: a structure of composition C4H4N2O (ωB97M-V/def2-TZVPD).

XYZ file:
```
11
Properties=species:S:1:pos:R:3
N -0.261 0.248 -1.481
C -0.687 -0.472 -0.402
C -1.482 0.309 0.509
C -0.146 0.665 0.665
C 0.934 -0.213 1.156
N 0.971 -1.445 0.807
O -0.083 -1.687 -0.063
H 0.315 -0.302 -2.128
H -2.232 1.018 0.171
H 0.197 1.222 -0.553
H 1.705 0.153 1.824
```

Calculated values
* Kohn-Sham gap: 8.4 eV
* HOMO energy: -9.25 eV
* 2S+1: 1
* relative energy (zero: lowest compared OMol25 entry of this formula, charge and spin): 7.967 eV
* charge: 0



No. 5
Entry from the OMol25 dataset: the molecule C4H4N2O (ωB97M-V/def2-TZVPD).

XYZ file:
```
11
Properties=species:S:1:pos:R:3
H 2.531 -1.151 -0.808
N 1.788 -0.485 -1.095
C 0.703 -0.442 -0.528
C -0.112 -0.959 0.531
C -0.950 -0.104 0.985
C -1.102 1.094 0.060
O -1.706 2.133 0.366
N 0.094 0.885 -0.708
H 0.071 -2.066 0.820
H -1.379 -0.258 2.041
H 0.062 1.352 -1.663
```

Calculated values
* SMILES string: [H]/N=C1\C=CC(=O)N1
* Kohn-Sham gap: 9.4 eV
* HOMO energy: -9.86 eV
* 2S+1: 1
* relative energy (zero: lowest compared OMol25 entry of this formula, charge and spin): 2.130 eV
* charge: 0



No. 6
Entry from the OMol25 dataset: the molecule C4H4N2O2 (ωB97M-V/def2-TZVPD).

XYZ file:
```
12
Properties=species:S:1:pos:R:3
C 1.003 2.175 2.122
C 0.834 1.671 0.788
C 0.555 0.379 0.366
N 0.007 -0.672 1.031
N -0.565 -1.487 0.051
C -0.546 -1.027 -1.226
O -1.183 -1.422 -2.253
O 0.071 0.256 -0.974
H 0.998 1.742 3.242
H 0.917 3.357 2.012
H 0.559 2.636 0.223
H -0.743 -2.487 0.460
```

Calculated values
* SMILES string: C=Cc1n[nH]c(=O)o1
* Kohn-Sham gap: 8.6 eV
* HOMO energy: -9.15 eV
* 2S+1: 1
* relative energy (zero: lowest compared OMol25 entry of this formula, charge and spin): 4.133 eV
* charge: 0



Question: Among the records above, which one has the lowest HOMO energy?
Answer: number 2